# 1
Computed, not measured: C30H30BeNO5P as an isolated structure in a non-equilibrium geometry, with ωB97M-V/def2-TZVPD.

Output
highest occupied orbital energy = -7.631 eV
energy above the lowest of the compared OMol25 structures with the same formula, charge and spin = 4.9 kcal/mol

Element x y z (Å)
Be  2.552  -0.455  -0.586
O  3.581  -3.874  -1.413
C  2.831  -2.941  -1.571
O  3.060  -1.674  -1.242
C  1.364  -3.168  -2.089
P  0.214  -1.947  -1.234
C  0.180  -2.483  0.517
C  -0.243  -1.470  1.413
C  -0.357  -1.672  2.763
C  -0.067  -2.956  3.235
C  0.373  -3.976  2.439
C  0.409  -3.740  1.089
C  -1.395  -2.480  -1.977
C  -1.784  -1.833  -3.177
C  -2.940  -2.220  -3.867
C  -3.645  -3.315  -3.423
C  -3.292  -3.964  -2.253
C  -2.189  -3.554  -1.555
H  1.025  -4.192  -1.964
H  1.319  -2.881  -3.105
H  -0.545  -0.526  1.040
H  -0.613  -0.869  3.425
H  -0.243  -3.174  4.276
H  0.497  -4.991  2.864
H  0.758  -4.550  0.407
H  -1.161  -1.142  -3.746
H  -3.115  -1.794  -4.859
H  -4.573  -3.692  -3.947
H  -3.834  -4.839  -1.980
H  -1.871  -4.108  -0.666
C  3.275  -1.321  1.918
O  3.006  -0.231  1.002
H  2.457  -1.349  2.684
H  4.191  -1.195  2.447
H  3.182  -2.212  1.272
H  2.768  0.567  1.506
C  -0.711  2.818  4.668
C  -1.045  2.592  3.240
C  -2.329  2.124  2.880
C  -2.678  1.900  1.557
C  -1.729  2.181  0.574
C  -0.475  2.649  0.936
N  0.523  2.692  -0.088
C  0.355  3.142  -1.373
C  -0.554  4.151  -1.630
C  -0.766  4.590  -2.935
C  -0.069  4.015  -3.956
C  0.905  3.057  -3.711
C  1.047  2.516  -2.425
C  1.880  1.265  -2.262
O  2.156  0.510  -3.156
O  2.304  0.982  -1.029
C  -0.065  2.825  2.264
C  1.332  3.163  2.567
H  -1.584  2.582  5.284
H  -0.510  3.892  4.792
H  0.148  2.187  4.937
H  -3.008  1.978  3.698
H  -3.652  1.489  1.295
H  -1.937  2.061  -0.475
H  1.268  2.029  0.081
H  -1.127  4.615  -0.816
H  -1.432  5.424  -3.142
H  -0.166  4.369  -4.949
H  1.577  2.667  -4.468
H  1.850  3.612  1.722
H  1.972  2.270  2.867
H  1.345  3.872  3.414

Results of the Löwdin charge analysis, in e, for atoms 1 through 2:
1. Be 0.148
2. O 0.084

***

# 2
Computed, not measured: C30H30BrMnNO7P2S as an isolated structure in a non-equilibrium geometry, with ωB97M-V/def2-TZVPD.

Output
multiplicity = 4
highest occupied orbital energy (spin up / spin down) = -7.523 / -7.505 eV
energy above the lowest of the compared OMol25 structures with the same formula, charge and spin = 16.2 kcal/mol

Element x y z (Å)
Mn  0.896  1.097  -0.599
C  3.229  1.995  1.972
P  2.271  0.608  1.296
C  1.367  -0.070  2.666
C  3.456  -0.682  0.780
C  2.899  -1.611  -0.378
P  2.202  -0.599  -1.719
C  1.232  -1.788  -2.572
C  3.419  0.011  -2.950
H  2.503  2.800  2.089
H  3.981  2.343  1.216
H  3.851  1.821  2.869
H  1.980  -0.109  3.525
H  1.085  -1.096  2.426
H  0.401  0.578  2.870
H  3.561  -1.317  1.672
H  4.373  -0.341  0.348
H  2.066  -2.242  -0.186
H  3.670  -2.251  -0.886
H  0.480  -1.365  -3.287
H  0.588  -2.333  -1.840
H  1.913  -2.457  -3.055
H  3.999  -0.805  -3.437
H  4.054  0.759  -2.537
H  2.807  0.449  -3.735
O  -0.716  4.540  -6.429
C  -0.564  3.322  -6.270
O  -0.492  2.416  -7.106
C  -0.304  2.803  -4.949
C  -1.016  1.721  -4.436
C  -0.742  1.187  -3.189
N  0.286  1.596  -2.478
C  1.050  2.583  -3.041
C  0.655  3.327  -4.128
C  2.336  2.840  -2.284
O  3.300  3.462  -2.740
O  2.293  2.296  -1.097
H  -1.783  1.237  -5.021
H  -1.217  0.329  -2.868
H  1.279  4.196  -4.429
Br  -3.794  6.495  4.510
C  -2.806  5.454  3.332
C  -2.570  5.995  2.075
C  -1.777  5.338  1.163
C  -1.222  4.081  1.474
C  -1.401  3.524  2.765
C  -2.240  4.217  3.682
C  -0.537  3.370  0.379
O  -0.286  3.890  -0.686
O  -0.150  2.181  0.695
H  -2.937  6.967  1.791
H  -1.655  5.647  0.113
H  -0.959  2.627  3.035
H  -2.300  3.881  4.720
C  -2.463  -8.415  3.785
C  -2.129  -7.277  2.783
O  -0.994  -6.863  2.561
S  -3.630  -6.497  2.267
C  -2.973  -4.958  1.562
C  -2.429  -4.924  0.309
C  -1.873  -3.741  -0.171
C  -1.794  -2.606  0.617
C  -2.300  -2.703  1.922
C  -2.914  -3.838  2.395
C  -0.985  -1.452  0.272
C  -0.261  -0.533  -0.132
H  -3.555  -8.545  3.799
H  -2.190  -8.030  4.714
H  -1.914  -9.352  3.676
H  -2.526  -5.757  -0.396
H  -1.318  -3.678  -1.069
H  -2.244  -1.865  2.643
H  -3.523  -3.883  3.335

Results of the Löwdin charge analysis, in e, for atoms 1 through 2:
1. Mn 0.622
2. C -0.206

***

# 3
Computed, not measured: C30H30FeN5O4S2Si as an isolated structure in a non-equilibrium geometry, with ωB97M-V/def2-TZVPD.

Output
multiplicity = 5
highest occupied orbital energy (spin up / spin down) = -2.142 / -2.841 eV
energy above the lowest of the compared OMol25 structures with the same formula, charge and spin = 5.3 kcal/mol
charge = -1

Element x y z (Å)
Fe  0.055  0.080  0.428
O  4.118  1.113  4.704
C  2.921  1.099  5.259
O  2.746  1.329  6.436
C  1.768  0.780  4.374
C  0.482  0.641  4.857
N  -0.301  0.319  3.810
N  0.400  0.225  2.672
C  1.654  0.514  2.985
C  2.671  0.522  1.871
O  3.880  0.546  2.210
O  2.217  0.478  0.710
H  4.065  0.914  3.703
H  0.105  0.750  5.855
H  -1.282  0.093  3.798
S  0.258  1.622  -3.585
C  0.094  -0.078  -3.961
C  0.178  -0.695  -5.190
C  0.001  -2.074  -5.270
C  -0.244  -2.811  -4.115
C  -0.325  -2.198  -2.876
C  -0.157  -0.814  -2.785
N  -0.201  -0.084  -1.638
C  -0.085  1.254  -1.884
C  -0.253  2.207  -0.892
C  0.295  3.525  -1.080
C  0.283  4.453  -0.097
C  -0.304  4.170  1.169
C  -0.897  2.958  1.361
C  -0.925  1.930  0.382
H  0.374  -0.114  -6.082
H  0.062  -2.570  -6.229
H  -0.382  -3.883  -4.181
H  -0.517  -2.766  -1.976
H  0.783  3.754  -2.019
H  0.742  5.419  -0.268
H  -0.290  4.906  1.959
H  -1.385  2.776  2.312
C  -3.822  2.057  1.050
Si  -2.508  0.797  0.497
C  -2.803  -0.589  1.771
C  -3.095  0.223  -1.192
C  -3.306  1.166  -2.196
C  -3.678  0.783  -3.476
C  -3.867  -0.557  -3.772
C  -3.669  -1.509  -2.784
C  -3.278  -1.119  -1.515
H  -4.809  1.601  0.981
H  -3.807  2.953  0.435
H  -3.671  2.368  2.082
H  -3.582  -1.227  1.355
H  -3.219  -0.156  2.679
H  -1.961  -1.230  2.025
H  -3.145  2.216  -1.990
H  -3.807  1.534  -4.246
H  -4.147  -0.860  -4.772
H  -3.788  -2.559  -3.014
H  -3.072  -1.882  -0.778
C  2.968  -2.920  2.577
N  2.979  -2.628  1.171
C  4.210  -2.245  0.490
C  3.698  -1.655  -0.839
N  2.297  -2.057  -0.832
C  1.910  -2.410  0.407
S  0.288  -2.554  0.865
H  3.573  -3.805  2.784
H  1.940  -3.102  2.888
H  3.376  -2.074  3.135
H  4.848  -3.124  0.341
H  4.741  -1.504  1.094
H  4.216  -2.079  -1.701
H  3.773  -0.567  -0.850
H  1.613  -1.575  -1.401

Results of the Löwdin charge analysis, in e, for atoms 1 through 2:
1. Fe 0.415
2. O 0.104

***

# 4
Computed, not measured: C30H30N11OPtS2 as an isolated structure, with ωB97M-V/def2-TZVPD.

Output
multiplicity = 5
highest occupied orbital energy (spin up / spin down) = -15.031 / -15.031 eV
energy above the lowest of the compared OMol25 structures with the same formula, charge and spin = 31.7 kcal/mol
charge = +3

Element x y z (Å)
Pt  1.567  1.078  -1.037
N  3.722  1.167  -1.599
C  4.659  1.921  -0.710
C  4.423  3.418  -0.751
C  3.131  3.868  -0.097
N  1.939  3.389  -0.851
H  4.002  0.189  -1.619
H  3.814  1.514  -2.554
H  5.677  1.700  -1.034
H  4.534  1.532  0.300
H  4.480  3.784  -1.783
H  5.250  3.896  -0.224
H  3.109  4.957  -0.039
H  3.062  3.483  0.921
H  1.983  3.737  -1.807
H  1.109  3.811  -0.444
C  -3.458  3.191  -2.602
N  -2.152  2.497  -2.623
C  -1.174  2.570  -1.744
N  -0.212  1.706  -2.099
C  -0.697  1.126  -3.247
N  -1.867  1.588  -3.581
C  -4.186  2.953  -1.300
C  -4.998  3.946  -0.771
C  -5.708  3.713  0.400
C  -5.593  2.502  1.064
C  -4.772  1.511  0.538
C  -4.084  1.733  -0.647
C  -4.594  0.244  1.245
N  -5.031  -0.113  2.400
N  -4.514  -1.376  2.642
C  -3.810  -1.682  1.614
O  -3.805  -0.702  0.675
C  -2.960  -2.847  1.378
C  -2.683  -3.745  2.404
C  -1.784  -4.778  2.184
C  -1.131  -4.897  0.962
C  -1.422  -4.012  -0.068
C  -0.708  -4.090  -1.389
N  0.253  -2.959  -1.551
C  0.129  -1.699  -1.166
N  1.186  -1.008  -1.596
C  1.936  -1.938  -2.262
N  1.390  -3.124  -2.256
C  -2.369  -3.015  0.136
H  -4.000  2.797  -3.460
H  -3.286  4.253  -2.769
H  -1.200  3.202  -0.872
H  -0.176  0.370  -3.811
H  -5.090  4.901  -1.276
H  -6.348  4.487  0.800
H  -6.129  2.315  1.985
H  -3.483  0.931  -1.062
H  -3.174  -3.623  3.360
H  -1.583  -5.491  2.972
H  -0.415  -5.695  0.806
H  -1.405  -4.041  -2.226
H  -0.115  -4.994  -1.494
H  -0.694  -1.314  -0.590
H  2.859  -1.731  -2.779
H  -2.658  -2.362  -0.679
S  0.760  1.402  1.290
C  1.711  0.161  1.919
N  2.651  -0.424  1.149
C  3.335  -1.339  1.851
C  4.395  -2.154  1.350
C  4.991  -3.029  2.198
C  4.564  -3.134  3.561
C  3.524  -2.357  4.080
C  2.920  -1.466  3.230
S  1.609  -0.381  3.554
H  4.706  -2.063  0.319
H  5.800  -3.658  1.855
H  5.064  -3.839  4.212
H  3.219  -2.464  5.113

Results of the Löwdin charge analysis, in e, for atoms 1 through 2:
1. Pt 1.180
2. N -0.058

***

# 5
Computed, not measured: C30H30N9OPt as an isolated structure, with ωB97M-V/def2-TZVPD.

Output
highest occupied orbital energy (spin up / spin down) = -9.853 / -9.854 eV
energy above the lowest of the compared OMol25 structures with the same formula, charge and spin = 4.2 kcal/mol
charge = +1

Element x y z (Å)
Pt  0.133  -0.381  0.227
C  -3.519  -2.657  -3.373
C  -2.296  -3.203  -3.006
C  -1.673  -2.803  -1.831
C  -2.271  -1.855  -1.006
C  -3.496  -1.308  -1.379
C  -4.115  -1.707  -2.555
N  -1.601  -1.426  0.181
C  -2.217  -1.393  1.366
C  -3.446  -2.038  1.684
C  -3.935  -1.966  2.952
C  -3.263  -1.266  3.999
C  -2.090  -0.640  3.753
C  -1.557  -0.692  2.441
N  -0.416  -0.090  2.054
N  0.335  0.568  2.852
C  1.453  1.080  2.197
C  2.375  1.837  2.903
C  3.446  2.400  2.234
C  3.580  2.205  0.867
C  2.649  1.417  0.227
N  1.628  0.851  0.871
H  -4.007  -2.977  -4.286
H  -1.827  -3.956  -3.629
H  -0.737  -3.253  -1.519
H  -3.949  -0.550  -0.748
H  -5.067  -1.272  -2.835
H  -3.971  -2.605  0.929
H  -4.869  -2.470  3.175
H  -3.686  -1.242  4.995
H  -1.549  -0.107  4.523
H  2.218  1.963  3.965
H  4.177  2.992  2.772
H  4.391  2.651  0.309
H  2.706  1.219  -0.836
C  2.531  -2.520  -0.962
C  1.793  -1.686  -1.948
N  0.871  -0.774  -1.668
C  0.433  -0.225  -2.861
C  1.107  -0.808  -3.874
N  1.960  -1.728  -3.291
C  2.872  -2.603  -4.028
N  2.573  -3.992  -3.899
N  3.334  -4.770  -3.071
N  2.849  -5.949  -3.054
C  1.728  -5.981  -3.876
C  0.856  -7.028  -4.179
C  -0.174  -6.756  -5.051
C  -0.341  -5.474  -5.616
C  0.505  -4.429  -5.313
C  1.542  -4.719  -4.422
H  2.347  -2.130  0.034
H  3.604  -2.518  -1.161
H  2.203  -3.560  -0.991
H  -0.322  0.543  -2.884
H  1.068  -0.649  -4.940
H  3.887  -2.463  -3.672
H  2.814  -2.310  -5.072
H  0.999  -8.011  -3.745
H  -0.874  -7.539  -5.315
H  -1.155  -5.310  -6.311
H  0.370  -3.445  -5.748
C  -1.586  4.210  -1.971
C  -1.961  2.757  -1.773
O  -1.150  2.113  -0.777
H  -2.186  4.649  -2.773
H  -0.530  4.303  -2.240
H  -1.767  4.789  -1.061
H  -1.805  2.196  -2.693
H  -3.018  2.668  -1.508
H  -1.214  2.631  0.033

Results of the Löwdin charge analysis, in e, for atoms 1 through 2:
1. Pt 1.234
2. C -0.080

***

# 6
Computed, not measured: C30H31BN9O5S2Tb as an isolated structure in a non-equilibrium geometry, with ωB97M-V/def2-TZVPD.

Output
multiplicity = 7
highest occupied orbital energy (spin up / spin down) = -7.236 / -7.245 eV

Element x y z (Å)
Tb  -0.506  -0.262  -0.067
O  -4.058  -1.337  0.792
C  -3.336  -0.827  -0.038
O  -2.588  0.223  0.123
C  -3.331  -1.382  -1.488
C  -2.718  -0.358  -2.459
C  -3.043  -0.712  -3.910
C  -2.148  -1.955  -4.118
C  -1.435  -2.058  -2.766
O  -1.302  -0.661  -2.367
C  -2.393  -2.610  -1.688
C  -1.555  -3.081  -0.466
O  -1.267  -4.263  -0.410
O  -1.166  -2.172  0.367
H  -4.363  -1.621  -1.738
H  -2.900  0.676  -2.184
H  -4.105  -0.908  -4.051
H  -2.747  0.102  -4.573
H  -2.710  -2.861  -4.336
H  -1.421  -1.795  -4.913
H  -0.472  -2.549  -2.806
H  -2.919  -3.490  -2.046
N  -2.707  3.728  -1.595
C  -1.615  2.957  -1.425
N  -1.236  2.465  -0.301
C  -1.986  2.719  0.845
N  -1.581  2.293  1.991
N  -0.618  1.350  1.985
C  0.209  1.312  2.954
C  1.138  0.191  3.035
C  2.000  0.057  4.117
C  2.817  -1.058  4.193
C  2.726  -2.015  3.196
C  1.839  -1.802  2.150
N  1.082  -0.717  2.046
C  -3.195  3.522  0.740
C  -4.031  3.785  1.825
C  -5.171  4.542  1.658
C  -5.496  5.048  0.401
C  -4.688  4.791  -0.688
C  -3.540  4.024  -0.519
H  -2.947  4.077  -2.507
H  -1.007  2.762  -2.305
H  0.216  2.073  3.730
H  2.009  0.815  4.890
H  3.499  -1.186  5.023
H  3.325  -2.914  3.228
H  1.721  -2.536  1.364
H  -3.764  3.378  2.791
H  -5.818  4.741  2.501
H  -6.392  5.641  0.272
H  -4.942  5.175  -1.669
C  2.266  3.233  1.180
N  3.006  2.016  0.936
C  4.131  1.616  1.629
C  4.640  0.564  0.958
N  3.859  0.322  -0.152
B  4.336  -0.668  -1.283
N  4.063  -2.123  -0.794
C  4.989  -3.027  -0.327
C  4.351  -4.183  -0.037
N  3.014  -3.982  -0.323
C  1.974  -4.983  -0.216
C  2.858  -2.718  -0.801
S  1.403  -2.060  -1.367
C  2.843  1.200  -0.151
S  1.564  1.382  -1.268
H  2.099  3.363  2.248
H  1.316  3.167  0.654
H  2.819  4.093  0.798
H  4.458  2.108  2.529
H  5.516  -0.029  1.157
H  3.734  -0.455  -2.289
H  5.529  -0.532  -1.375
H  6.033  -2.775  -0.260
H  4.721  -5.117  0.347
H  2.156  -5.599  0.663
H  1.964  -5.619  -1.103
H  0.996  -4.509  -0.136

Results of the Löwdin charge analysis, in e, for atoms 1 through 2:
1. Tb 1.403
2. O 0.095

***

| no. | M (g/mol) |
| --- | --- |
| 1 | 524.56 |
| 2 | 745.43 |
| 3 | 672.67 |
| 4 | 819.86 |
| 5 | 727.71 |
| 6 | 831.51 |